The following is a DFT calculation (ωB97M-V/def2-TZVPD) of a single C5H6O molecule.

Cartesian coordinates (Å):
1 C -0.27427 1.64472 -0.83686
2 C -0.53556 1.32150 0.41057
3 C -0.30850 0.46935 1.36969
4 C 0.66908 -0.41558 0.55522
5 C -0.01396 -1.45788 -0.30559
6 O 1.86021 -0.22158 0.56225
7 H -0.91588 1.32584 -1.65123
8 H 0.65636 2.15671 -1.06854
9 H -0.60607 0.40163 2.41516
10 H 0.51032 -1.64085 -1.24673
11 H -1.06187 -1.21304 -0.49855
12 H 0.02014 -2.37083 0.29463

Its energy relative to the best compared isomer or geometry (same formula, charge and spin) is 2.531 eV. The SMILES is C=C=CC(C)=O. Its molecular weight is 82.10 g/mol. As for the HOMO energy: -9.405 eV. For the total energy, the calculation gives -269.25322 hartree.

Here are the Mulliken charges for atoms 1 to 5, given in e: -0.55 0.11 -0.64 0.71 -0.98

=====

The following is a DFT calculation (ωB97M-V/def2-TZVPD) of a molecular structure, C52H76AsCaO4Si2.

Cartesian coordinates (Å):
1 Ca -0.27049 -0.22007 -2.75180
2 C 1.66560 2.70444 -3.74414
3 O 1.03904 1.95845 -2.69968
4 C 1.16152 2.58977 -1.45736
5 C 2.23638 2.27759 -0.61976
6 C 3.17841 1.10513 -0.83466
7 C 2.79605 -0.06549 0.05268
8 C 3.34069 -0.27200 1.30936
9 C 2.95772 -1.34319 2.12228
10 C 2.00912 -2.22365 1.60351
11 C 1.43331 -2.04741 0.34921
12 C 0.37844 -2.99801 -0.19878
13 C -1.03238 -2.58686 0.20973
14 C -1.40873 -2.77310 1.53915
15 C -2.62826 -2.34497 2.04048
16 C -3.46161 -1.65358 1.16867
17 C -3.13137 -1.40371 -0.15648
18 C -3.99904 -0.39338 -0.89930
19 C -3.57774 1.03524 -0.61455
20 C -4.16293 1.71914 0.44597
21 C -3.82547 3.02771 0.76981
22 C -2.85577 3.62761 -0.03209
23 C -2.23317 2.97612 -1.08607
24 C -1.11641 3.66727 -1.84818
25 C 0.20039 3.52760 -1.09977
26 C 0.41403 4.26923 0.06275
27 C 1.50644 4.04870 0.88985
28 C 2.38206 3.02652 0.53820
29 C 1.76250 4.84519 2.17060
30 C 1.80031 3.88701 3.37023
31 C 0.67767 5.88842 2.42872
32 C 3.11112 5.56808 2.05463
33 C -2.58102 1.64244 -1.40061
34 O -1.99048 0.99176 -2.38085
35 C -4.43108 3.79211 1.94669
36 C -5.47377 2.95995 2.69071
37 C -3.32004 4.16523 2.93899
38 C -5.10764 5.07690 1.45072
39 C -1.94327 -1.96445 -0.64147
40 O -1.59078 -1.89351 -1.99059
41 C -2.59503 -2.12405 -3.00051
42 C -3.06251 -2.57220 3.48890
43 C -3.36392 -1.21869 4.14859
44 C -4.33017 -3.43534 3.51530
45 C -1.97839 -3.27524 4.30487
46 C 1.81435 -0.94468 -0.42781
47 O 1.26817 -0.74398 -1.59818
48 C 3.59164 -1.51318 3.50442
49 C 2.99190 -2.69530 4.26487
50 C 5.10202 -1.74516 3.36555
51 C 3.36096 -0.24274 4.33494
52 H 1.22315 3.70136 -3.80403
53 H 1.49964 2.16624 -4.67422
54 H 2.73728 2.78757 -3.55727
55 H 4.19683 1.41873 -0.59544
56 H 3.15043 0.78332 -1.87561
57 H 4.09746 0.42579 1.66240
58 H 1.69939 -3.08583 2.18428
59 H 0.57098 -3.99996 0.19245
60 H 0.45908 -3.03851 -1.28428
61 H -0.69378 -3.26391 2.18703
62 H -4.39426 -1.23452 1.53334
63 H -5.02421 -0.51582 -0.54215
64 H -4.01082 -0.55631 -1.96828
65 H -4.91612 1.19297 1.02464
66 H -2.56329 4.65545 0.17066
67 H -1.36303 4.72589 -1.95738
68 H -1.03222 3.22783 -2.83958
69 H -0.32307 5.01705 0.32534
70 H 3.21537 2.78085 1.19030
71 H 0.86937 3.31978 3.44192
72 H 1.93437 4.45216 4.29710
73 H 2.61857 3.16820 3.29228
74 H -0.30578 5.42939 2.55047
75 H 0.61677 6.61758 1.61714
76 H 0.90902 6.43063 3.34898
77 H 3.92323 4.86701 1.85381
78 H 3.34144 6.09754 2.98425
79 H 3.08874 6.29652 1.24017
80 H -5.04169 2.04290 3.09970
81 H -6.30653 2.68257 2.03985
82 H -5.87634 3.54157 3.52453
83 H -2.80199 3.27011 3.29236
84 H -3.73500 4.69370 3.80331
85 H -2.57653 4.81329 2.46968
86 H -5.90654 4.84078 0.74383
87 H -4.39766 5.73307 0.94331
88 H -5.53933 5.63275 2.28935
89 H -3.41291 -2.71026 -2.58375
90 H -2.10881 -2.66995 -3.79851
91 H -2.96469 -1.17344 -3.38233
92 H -4.20120 -0.71209 3.66483
93 H -2.49688 -0.55701 4.08881
94 H -3.62025 -1.35799 5.20292
95 H -5.14631 -2.95617 2.97078
96 H -4.65867 -3.60089 4.54563
97 H -4.14436 -4.40722 3.05242
98 H -1.05558 -2.69045 4.33876
99 H -1.74174 -4.26018 3.89545
100 H -2.32516 -3.41353 5.33222
101 H 3.17433 -3.64059 3.74794
102 H 1.91264 -2.58236 4.39619
103 H 3.44694 -2.76269 5.25666
104 H 5.29985 -2.64105 2.77207
105 H 5.56584 -1.87092 4.34938
106 H 5.58721 -0.90283 2.86726
107 H 2.29357 -0.02114 4.41124
108 H 3.84750 0.62341 3.88097
109 H 3.76455 -0.36385 5.34569
110 C 1.56506 -5.18003 -3.78409
111 Si 0.41103 -4.26431 -4.94218
112 C 0.72018 -4.99325 -6.64060
113 C -1.28960 -4.90700 -4.47982
114 As 0.60932 -1.96737 -5.00844
115 Si 2.91707 -1.94441 -4.81253
116 C 3.76472 -2.94639 -6.16052
117 C 3.72455 -2.45894 -3.20643
118 C 3.45240 -0.16389 -5.06392
119 H 1.36626 -6.25421 -3.87943
120 H 1.41132 -4.88647 -2.74135
121 H 2.61523 -5.00898 -4.02335
122 H 0.69697 -6.08984 -6.60292
123 H 1.68465 -4.67664 -7.04279
124 H -0.05299 -4.64960 -7.33465
125 H -1.27218 -5.98625 -4.67490
126 H -2.09174 -4.47156 -5.08228
127 H -1.52934 -4.75381 -3.42380
128 H 3.69258 -4.02167 -5.96995
129 H 4.82894 -2.68672 -6.20679
130 H 3.30994 -2.75094 -7.13474
131 H 3.48843 -3.48487 -2.91916
132 H 3.41145 -1.81467 -2.38350
133 H 4.81134 -2.37633 -3.32994
134 H 3.07351 0.24073 -6.00589
135 H 4.54555 -0.08626 -5.05571
136 H 3.06818 0.45343 -4.24698

Its energy relative to the best compared isomer or geometry (same formula, charge and spin) is 0.573 eV. As for the total charge: -1. Its molecular weight is 936.35 g/mol. As for the HOMO energy: -3.854 eV. For the total energy, the calculation gives -5820.71220 hartree.

Here are the Mulliken charges for atoms 1 to 5, given in e: 0.38 -1.41 0.22 0.02 0.35

=====

The following is a DFT calculation (ωB97M-V/def2-TZVPD) of 8 unconnected molecules or ions with the total composition C25H70N6O12.

Cartesian coordinates (Å):
1 C 6.67348 16.67129 10.70490
2 O 7.87985 17.34342 10.28347
3 C 8.53861 16.66777 9.19394
4 C 9.19966 17.83348 8.40042
5 N 10.16052 18.46824 9.21700
6 C 11.44488 17.75750 9.27789
7 C 12.40772 18.05850 8.16198
8 O 12.80668 19.41297 7.83742
9 C 12.02897 20.08874 6.92849
10 H 6.59380 17.04808 11.70735
11 H 6.79366 15.61966 10.68404
12 H 5.88865 17.00582 10.05310
13 H 7.94173 16.02797 8.58035
14 H 9.30189 15.92571 9.60670
15 H 8.44240 18.51574 8.19103
16 H 9.54518 17.46700 7.39913
17 H 9.71381 18.63712 10.08554
18 H 11.28564 16.71417 9.46313
19 H 11.92393 17.96863 10.27724
20 H 12.03933 17.64346 7.24260
21 H 13.33404 17.55837 8.45244
22 H 12.44196 21.05387 6.81408
23 H 11.04478 20.17722 7.27715
24 H 12.04699 19.65007 5.90151
25 C 16.04671 18.43923 16.19205
26 O 14.69906 18.08331 16.09207
27 C 14.46601 16.69736 16.43524
28 C 12.93392 16.45082 16.35942
29 N 12.15394 17.46971 17.10737
30 C 10.71484 17.21392 16.96968
31 C 9.93368 18.48760 17.26682
32 O 10.25236 19.48601 16.29814
33 C 9.43161 20.62655 16.43808
34 H 16.59526 17.82281 15.44045
35 H 16.41687 18.19456 17.27212
36 H 16.09107 19.53399 16.06289
37 H 14.78154 16.58529 17.53547
38 H 15.02114 15.97659 15.81523
39 H 12.74672 15.47603 16.75835
40 H 12.60920 16.28927 15.34637
41 H 12.40892 18.29959 16.52942
42 H 10.51096 16.54171 17.87715
43 H 10.49893 16.74771 16.02949
44 H 10.31968 18.86393 18.19844
45 H 8.90520 18.41861 17.31624
46 H 9.70624 21.35794 15.71713
47 H 9.67528 21.12770 17.43800
48 H 8.34763 20.45788 16.25483
49 C 18.99485 8.98586 11.96389
50 O 18.06480 9.74251 12.74026
51 C 16.99683 8.96858 13.12309
52 C 15.83863 9.83750 13.59917
53 N 15.05994 10.60114 12.65559
54 C 15.79969 11.81041 12.19566
55 C 16.01356 12.79683 13.30435
56 O 14.85786 13.63420 13.56032
57 C 14.15492 13.19328 14.73308
58 H 18.54674 8.30668 11.22810
59 H 19.53949 8.36063 12.61830
60 H 19.60377 9.64882 11.38952
61 H 17.22462 8.31846 13.94360
62 H 16.63720 8.37167 12.28914
63 H 16.21808 10.44522 14.44283
64 H 15.06701 9.19601 14.12297
65 H 14.11115 10.85953 12.98211
66 H 15.21977 12.30590 11.41924
67 H 16.81466 11.46601 11.79041
68 H 16.77370 13.51540 12.98018
69 H 16.29537 12.35686 14.25998
70 H 14.67419 13.51416 15.62812
71 H 13.93962 12.15166 14.70004
72 H 13.20448 13.74571 14.71713
73 C 14.47142 14.53094 9.28953
74 O 14.01209 13.29063 9.83732
75 C 13.85454 12.23054 8.93035
76 C 13.37859 11.04004 9.72675
77 N 12.24751 11.38305 10.48875
78 C 11.58195 10.24686 11.07882
79 C 10.52737 10.69871 12.05259
80 O 11.09819 11.38854 13.21557
81 C 10.20821 12.19131 13.92248
82 H 14.38985 15.15945 10.14422
83 H 13.78790 14.94099 8.52471
84 H 15.46778 14.36109 8.80466
85 H 14.86211 12.00964 8.49410
86 H 13.12358 12.42654 8.14793
87 H 14.19021 10.78102 10.41459
88 H 13.13886 10.23681 9.09568
89 H 12.50130 11.94178 11.26782
90 H 12.29269 9.50334 11.49012
91 H 10.98684 9.79858 10.32498
92 H 9.95200 9.83274 12.40877
93 H 9.76508 11.33120 11.59332
94 H 10.74137 12.43556 14.81730
95 H 9.47947 11.44531 14.19307
96 H 9.92461 13.07623 13.30566
97 N 10.33083 16.63242 12.53158
98 C 10.79105 15.46778 12.01652
99 N 12.14431 15.40673 12.03017
100 O 10.03962 14.59519 11.59769
101 H 11.03828 17.28874 12.91110
102 H 9.28858 16.85537 12.53760
103 H 12.57894 14.56342 11.77188
104 H 12.76612 16.10824 12.51164
105 O 12.88885 18.26727 13.65093
106 H 13.33572 18.35011 14.49952
107 H 12.92078 19.12291 13.20800
108 O 10.50859 13.19097 9.04172
109 H 10.26357 13.96571 9.59002
110 H 10.97462 12.49750 9.57184
111 O 7.41982 14.21109 12.58019
112 H 8.24573 14.45699 12.13584
113 H 7.43294 13.29313 12.92548

Its energy relative to the best compared isomer or geometry (same formula, charge and spin) is 0.000 eV. The SMILES is COCCNCCOC.COCCNCCOC.COCCNCCOC.COCCNCCOC.NC(N)=O.O.O.O. Its molecular weight is 646.87 g/mol. As for the HOMO energy: -8.228 eV. For the total energy, the calculation gives -2225.72504 hartree.

Here are the Mulliken charges for atoms 1 to 5, given in e: -0.92 -0.39 0.15 -0.99 -0.23

=====

The following is a DFT calculation (ωB97M-V/def2-TZVPD) of 11 unconnected molecules or ions with the total composition C5H34N2O11.

Cartesian coordinates (Å):
1 N 1.64913 -1.75642 2.66471
2 C 0.86815 -2.81351 1.96361
3 C -0.32736 -2.15019 1.22405
4 C -1.19732 -1.30640 2.14804
5 C -1.70591 0.04902 1.73223
6 N -0.99718 0.63044 0.50929
7 C -1.73781 1.09651 2.86075
8 O -0.55278 1.81743 3.16086
9 H 1.13443 -0.86371 2.52871
10 H 1.33351 -1.91644 3.62991
11 H 1.40991 -3.36646 1.16916
12 H 0.49894 -3.58360 2.66925
13 H 0.24374 -1.44562 0.62563
14 H -0.89225 -2.91598 0.73012
15 H -2.11443 -1.90868 2.47951
16 H -0.68130 -1.17299 3.09505
17 H -2.77343 -0.08625 1.41505
18 H -0.95307 -0.04302 -0.25532
19 H -0.11069 1.05402 0.75020
20 H -2.12462 0.72229 3.89597
21 H -2.50430 1.79415 2.53351
22 H 0.04040 1.89227 2.39393
23 O 2.81853 -0.72890 -1.20334
24 H 3.29971 -1.53420 -1.41530
25 H 3.06835 -0.47191 -0.30643
26 O -2.34160 2.08883 -3.08493
27 H -2.21672 2.09534 -4.03997
28 H -3.00468 1.40759 -3.03280
29 O 0.17270 -0.90410 -1.69512
30 H -0.19052 -0.35207 -2.38611
31 H 1.09167 -0.62532 -1.48631
32 O 3.95070 -0.70732 1.45758
33 H 3.97832 0.25700 1.48740
34 H 3.21099 -1.00633 2.01199
35 O 0.29835 4.38889 0.40716
36 H -0.43527 4.65712 -0.20958
37 H -0.13197 4.13338 1.22959
38 O 1.35535 2.26291 -2.28891
39 H 0.85904 2.75150 -1.62014
40 H 2.22750 2.67851 -2.24492
41 O 2.33635 1.50571 0.40272
42 H 2.61717 1.30176 -0.50315
43 H 1.87743 2.37626 0.22492
44 O -3.45811 -0.63814 -2.51019
45 H -2.54849 -0.71465 -2.80405
46 H -3.74016 -1.37797 -1.97898
47 O -1.51448 -2.92440 -2.50190
48 H -1.91154 -3.25982 -1.69955
49 H -0.55472 -2.90290 -2.47427
50 O -0.21051 0.83994 -4.06134
51 H -0.02516 1.18362 -3.19598
52 H 0.61598 0.49278 -4.40232

Its energy relative to the best compared isomer or geometry (same formula, charge and spin) is 2.997 eV. The SMILES is NCCC[C@H](N)CO.O.O.O.O.O.O.O.O.O.O. Its molecular weight is 298.33 g/mol. As for the HOMO energy: -9.050 eV. For the total energy, the calculation gives -1148.00000 hartree.

Here are the Mulliken charges for atoms 1 to 5, given in e: -0.66 -0.92 0.13 -1.43 0.52

=====

Gap between HOMO and LUMO (Ha)
0.3697; 0.2242; 0.3198; 0.3353